Molecular formula: C41H35ClN2Si2Y
Method: DFT, ωB97M-V with the def2-TZVPD basis set

```
82
Properties=species:S:1:pos:R:3:mulliken_charge:R:1
C 0.8440 -2.7900 3.5230 -0.224
C 1.0622 -1.3722 3.4679 -0.915
C -0.2232 -0.7402 3.2959 -0.419
H 2.0093 -0.8368 3.5615 0.675
C -1.2148 -1.7770 3.2304 -0.421
C -0.5522 -3.0430 3.3664 -0.917
H -1.0618 -4.0080 3.4120 0.590
H 1.5970 -3.5473 3.7183 0.503
H -0.4250 0.3327 3.2812 0.593
H -2.2938 -1.6125 3.1624 0.648
Y 0.2925 -2.0305 1.2133 0.529
Si -1.9531 2.9349 0.0454 0.304
C -1.0378 4.1787 -1.1455 0.187
C -1.2928 4.2101 -2.5289 0.135
H -1.9832 3.4960 -2.9775 0.515
C -0.6924 5.1740 -3.3614 -0.686
H -0.9019 5.1697 -4.4286 0.399
C 0.1739 6.1320 -2.8344 -0.611
H 0.6466 6.8871 -3.4737 0.389
C 0.4074 6.1204 -1.4525 -0.511
H 1.0857 6.8599 -1.0339 0.435
C -0.1993 5.1698 -0.6141 -0.657
H -0.0292 5.2023 0.4630 0.344
C -3.6944 3.2220 -0.7363 0.440
C -4.2113 4.5331 -0.8960 -0.371
H -3.6889 5.3625 -0.4118 0.333
C -5.3306 4.8105 -1.6870 -0.592
H -5.6757 5.8417 -1.8237 0.387
C -6.0257 3.7617 -2.3144 -0.468
H -6.8868 3.9776 -2.9473 0.379
C -5.5916 2.4503 -2.0971 -0.655
H -6.1527 1.6237 -2.5594 0.365
C -4.4619 2.1912 -1.3047 -0.031
H -4.1718 1.1555 -1.1482 0.134
H -1.7749 3.5182 1.4326 -0.361
Si 0.1869 1.3696 -2.4568 -0.458
C -1.0038 0.6746 -1.1550 0.563
C -1.1691 1.2657 0.2455 1.727
H -0.2459 1.3947 0.8349 0.124
C -2.2604 0.7006 1.0769 -1.190
H -2.5324 1.2429 1.9904 0.460
C -2.7931 -0.5412 0.7766 -0.574
H -3.4493 -1.0343 1.5046 0.552
C -2.4862 -1.1718 -0.4435 -1.187
H -2.8895 -2.1715 -0.6468 0.336
C -1.7456 -0.4789 -1.4241 -0.824
H -1.6995 -0.9014 -2.4309 0.341
C 1.5883 2.1605 -1.4907 0.513
C 1.9946 1.6989 -0.2222 0.809
H 1.6348 0.7285 0.1344 -0.105
C 2.8967 2.4181 0.5511 -0.683
H 3.0911 2.1264 1.5819 0.437
C 3.5581 3.5160 0.0054 -0.647
H 4.3162 4.0480 0.5872 0.382
C 3.2264 3.9478 -1.2836 -0.484
H 3.6922 4.8361 -1.7199 0.421
C 2.2732 3.2636 -2.0345 -0.393
H 2.0464 3.6129 -3.0479 0.357
H 0.7185 0.4732 -3.4106 -0.171
Cl 1.4217 -1.4752 -0.9858 -0.492
C -0.8221 -6.5800 0.3419 -1.019
C -0.8320 -5.2118 0.6502 -0.118
N 0.3075 -4.4914 0.7648 0.444
C 1.5239 -5.0971 0.6174 0.228
C 1.6025 -6.4880 0.3076 0.967
C 0.4038 -7.2138 0.1585 -0.524
C 2.8944 -7.1032 0.2341 -1.073
C 4.0490 -6.3930 0.5009 -0.874
C 4.0180 -5.0123 0.8736 0.859
C 5.1568 -4.2858 1.2621 -0.628
C 5.0411 -2.9643 1.6859 -0.933
C 3.7641 -2.3858 1.6953 -0.383
N 2.6626 -3.0770 1.3749 0.676
C 2.7534 -4.3539 0.9265 -0.123
H -1.7594 -7.1163 0.2697 0.416
H -1.7665 -4.6553 0.8201 0.455
H 0.4679 -8.2771 -0.0681 0.435
H 2.9404 -8.1644 -0.0176 0.384
H 5.0260 -6.8787 0.4579 0.393
H 6.1133 -4.7900 1.2394 0.440
H 5.8921 -2.3870 2.0202 0.434
H 3.6006 -1.3355 1.9514 0.286
```

Computed properties:
Electronic energy = -2770.22870 a.u.
Frontier orbital gap (spin up / spin down) = 5.73 / 5.36 eV
Spin multiplicity = 1
ΔE to the lowest compared entry with this formula, charge and spin = 147.9 kJ/mol
Charge = +1